Entry 1:
Entry from the Open Molecules 2025 dataset: C5H12N2O in the gas phase at a distorted geometry (ωB97M-V with the def2-TZVPD basis set).

As for the multiplicity: 1. The SMILES is CC[C@H](C)/N=C(/[NH3+])[O-]. The electronic energy is -10406.3501 eV. The calculation puts the frontier orbital gap at 9.889 eV. As for the energy above the lowest of the compared OMol25 structures with the same formula, charge and spin: 47.8 kcal per mole.

Geometry as XYZ:
```
20
Properties=species:S:1:pos:R:3:forces:R:3:lowdin_charge:R:1
C -1.35556 1.22315 -1.35728 0.098 -0.084 -0.042 -0.1060
C -0.28387 0.17113 -1.63154 0.049 0.072 0.185 -0.2290
C 0.75425 0.06118 -0.50599 0.141 0.435 0.036 -0.4181
C 1.86179 -0.93385 -0.85290 -0.132 0.134 0.042 -0.0654
N 0.11203 -0.33861 0.73457 -0.115 -0.429 -0.285 0.0017
C 0.01208 0.41057 1.77951 -0.184 -0.403 0.202 -0.5093
N -0.84092 -0.78728 2.71793 0.557 -0.090 -1.681 0.1076
O 0.25538 1.46248 2.29118 0.034 0.008 -0.162 0.0687
H -0.90824 2.21056 -1.22632 -0.001 -0.003 0.007 0.0754
H -2.06639 1.28237 -2.18290 0.000 0.002 0.028 0.0669
H -1.90982 0.98539 -0.44844 -0.005 0.005 -0.008 0.0632
H 0.24152 0.41272 -2.56005 0.006 -0.026 0.019 0.1081
H -0.74906 -0.80940 -1.77179 0.018 -0.016 0.009 0.1099
H 1.20422 1.05154 -0.35588 0.029 0.014 -0.112 0.1421
H 1.44336 -1.93212 -0.99428 -0.005 -0.007 0.020 0.0756
H 2.37013 -0.63923 -1.77238 -0.023 0.002 -0.009 0.0741
H 2.60108 -0.97682 -0.05277 -0.019 -0.026 0.001 0.0734
H -0.66127 -1.31861 1.66486 -0.430 0.755 2.076 0.1727
H -1.76841 -0.47258 2.98469 0.030 -0.171 -0.141 0.0938
H -0.31228 -1.06256 3.53978 -0.046 -0.173 -0.186 0.0945
```
Forces are in eV/Å.

=====

Entry 2:
Entry from the Open Molecules 2025 dataset: a molecular structure, C24H15BrIN3O8RhS2 at a distorted geometry (ωB97M-V with the def2-TZVPD basis set).

Its total charge is +1. As for the multiplicity: 1. The electronic energy is -148791.9717 eV. The calculation puts the frontier orbital gap at 6.900 eV. As for the energy above the lowest of the compared OMol25 structures with the same formula, charge and spin: 98.3 kcal per mole.

Geometry as XYZ:
```
55
Properties=species:S:1:pos:R:3:forces:R:3:lowdin_charge:R:1
Rh -0.25748 0.25976 -0.87805 -0.944 0.926 0.433 1.1853
O -6.55921 -2.20063 0.74695 -0.002 0.097 0.156 0.1047
N -6.53588 -1.66505 -0.34097 0.086 -0.274 -0.163 -0.3400
O -7.47874 -1.51511 -1.07825 -0.118 0.107 -0.006 0.1221
C -5.21430 -1.23714 -0.84350 0.014 0.112 -0.195 -0.0468
C -5.03674 -1.27526 -2.18414 0.053 0.015 0.188 0.1025
C -3.76387 -0.94371 -2.75321 -0.008 -0.063 -0.101 -0.0959
C -3.45996 -0.96488 -4.12919 0.020 0.020 0.004 0.0504
C -2.19110 -0.64167 -4.54072 -0.123 -0.058 0.043 0.0144
C -1.21923 -0.29137 -3.59406 0.223 0.026 -0.125 -0.0223
N -1.49803 -0.26439 -2.30669 -0.218 0.133 -0.349 0.0076
C -2.74582 -0.58456 -1.88492 0.186 -0.021 -0.432 -0.1133
C -2.95611 -0.51504 -0.49467 -0.254 -0.050 0.012 -0.1206
N -1.89039 -0.10363 0.20672 0.565 -0.497 1.141 0.0036
C -1.98815 0.03574 1.51397 -0.169 0.046 -0.068 -0.0249
C -3.18980 -0.22549 2.17948 -0.119 -0.011 -0.142 0.0220
C -4.29005 -0.66040 1.47583 0.140 0.010 0.075 0.0604
C -4.18496 -0.82841 0.07947 -0.099 0.016 0.077 -0.0330
H -5.85838 -1.57093 -2.82191 -0.008 0.005 0.010 0.1445
H -4.22608 -1.23068 -4.84606 0.011 -0.012 -0.009 0.1375
H -1.92414 -0.64800 -5.58710 0.022 0.004 0.009 0.1274
H -0.20837 -0.02337 -3.87456 -0.015 0.044 0.025 0.1338
H -1.10807 0.37705 2.03655 0.036 0.001 0.023 0.1011
H -3.23988 -0.08051 3.24854 -0.006 -0.008 0.006 0.1265
H -5.21798 -0.87266 1.98278 0.005 -0.010 0.010 0.1231
O 2.20023 -0.91676 -1.47037 0.374 -0.817 -0.883 -0.4684
S 1.71517 -1.67450 -0.35200 -0.293 -0.264 0.327 0.4387
O 2.45891 -2.81368 0.06435 -0.303 -0.164 0.220 -0.2390
O 0.23021 -1.86850 -0.53371 0.232 0.541 -0.141 -0.3727
C 1.63839 -0.48072 1.00294 -0.430 0.170 -0.106 -0.3000
C 1.32206 -0.91307 2.28927 0.087 0.010 -0.099 -0.0355
C 1.05345 0.02431 3.26981 0.024 0.214 -0.015 -0.0374
C 1.02433 1.39729 2.97612 -0.036 -0.213 0.210 -0.0450
C 1.32041 1.84913 1.71051 0.030 -0.247 -0.228 -0.0932
C 1.62866 0.89627 0.72006 0.355 -0.043 -0.552 -0.4575
S 0.15073 2.95593 -1.69404 -0.444 -0.506 -1.053 0.7188
O 0.87165 1.65288 -2.28932 -0.782 -0.421 0.223 -0.7520
O 1.13980 3.46400 -0.74990 -0.536 1.050 0.542 -0.6211
O -0.94041 2.12026 -0.88868 0.171 -0.315 0.014 -0.5511
H 1.31143 -1.97336 2.50589 -0.004 -0.015 -0.016 0.1340
H 0.84521 -0.30862 4.27853 0.016 0.008 0.015 0.1241
H 0.79536 2.11168 3.75558 0.011 -0.012 0.023 0.1244
H 1.34172 2.90088 1.46517 0.023 0.002 -0.029 0.0964
Br 4.48176 3.76595 1.07266 0.211 0.096 0.272 0.7781
C 5.12006 1.98192 1.08986 -0.104 -0.162 -0.122 -0.7045
C 6.18601 1.65466 1.91313 -0.060 0.016 -0.086 -0.1144
C 6.65952 0.35041 1.91870 0.041 0.001 0.022 -0.0565
C 6.08727 -0.61630 1.10716 -0.021 -0.038 -0.037 -0.0559
C 5.02062 -0.29086 0.28113 0.000 -0.020 -0.025 -0.1049
C 4.52774 1.00747 0.27758 0.130 0.306 0.311 -0.5279
I 2.87157 1.56629 -0.88646 2.039 0.216 0.588 1.9172
H 6.64021 2.41216 2.53585 -0.003 0.005 0.003 0.1071
H 7.49106 0.09285 2.56103 0.002 0.003 0.002 0.1156
H 6.46922 -1.62781 1.11072 0.003 -0.005 0.001 0.1161
H 4.58038 -1.04982 -0.35383 -0.012 0.045 -0.004 0.0962
```
Forces are in eV/Å.

=====

Entry 3:
Entry from the Open Molecules 2025 dataset: C4H6O2 in the gas phase (ωB97M-V with the def2-TZVPD basis set).

As for the multiplicity: 1. The SMILES is O=COC1CC1. The electronic energy is -8338.8686 eV. The calculation puts the frontier orbital gap at 11.769 eV. As for the energy above the lowest of the compared OMol25 structures with the same formula, charge and spin: 36.7 kcal per mole.

Geometry as XYZ:
```
12
Properties=species:S:1:pos:R:3:forces:R:3:lowdin_charge:R:1
O 0.92768 -1.99368 1.12862 -0.580 0.141 -0.090 0.0990
C -0.22081 -1.66380 1.03195 0.300 -0.339 0.081 -0.3421
O -0.68297 -0.39552 1.11612 -0.068 -0.119 -0.196 0.0015
C 0.21209 0.48778 0.46755 0.271 0.160 -0.106 -0.3214
C -0.38093 1.42902 -0.52129 -0.077 0.192 0.023 -0.0758
C 0.37103 0.20735 -0.98822 0.149 -0.040 -0.199 -0.0945
H -1.04711 -2.33916 0.77949 -0.036 -0.198 0.436 0.1467
H 1.07746 0.77923 1.05361 -0.159 -0.034 -0.070 0.1524
H -1.46089 1.41377 -0.63678 0.196 -0.006 0.030 0.1107
H 0.08236 2.40406 -0.62823 -0.077 -0.116 0.055 0.1029
H -0.24414 -0.59457 -1.39376 0.200 0.158 0.118 0.1130
H 1.36623 0.26553 -1.40907 -0.119 0.202 -0.083 0.1076
```
Forces are in eV/Å.

=====

Entry 4:
Entry from the Open Molecules 2025 dataset: a gas-phase ion, C3H5NO2S (charge -2) at a distorted geometry (ωB97M-V with the def2-TZVPD basis set).

Its total charge is -2. As for the multiplicity: 1. The SMILES is N[C@@H](C[S-])C(=O)[O-]. The electronic energy is -19611.2565 eV. The calculation puts the frontier orbital gap at 5.590 eV. As for the energy above the lowest of the compared OMol25 structures with the same formula, charge and spin: 29.0 kcal per mole.

Geometry as XYZ:
```
12
Properties=species:S:1:pos:R:3:forces:R:3:lowdin_charge:R:1
N -1.50972 -0.41248 0.26193 1.516 -2.317 0.975 -0.0190
C -0.08917 -0.02266 0.42725 0.542 -0.589 -0.026 -0.3777
C 0.84144 -0.62922 -0.75985 0.550 -0.202 3.486 -0.7373
S 0.62790 -2.40130 -0.92030 -0.248 -1.417 -0.255 0.0051
C 0.24943 1.52641 0.61268 0.816 -0.198 1.411 -0.7552
O 0.99520 1.86684 1.57174 0.349 -1.442 0.906 -0.1488
O -0.12809 2.38991 -0.16863 -1.900 0.537 -2.571 -0.0995
H -1.61265 -1.30775 -0.26384 0.560 1.003 0.445 -0.0040
H -2.06759 0.26679 -0.10045 -1.574 2.429 -1.526 -0.0182
H 0.16965 -0.51034 1.41437 0.482 0.469 -1.266 0.1051
H 0.62308 -0.24785 -1.72739 0.107 1.171 -0.491 0.0032
H 1.90050 -0.51835 -0.34750 -1.200 0.557 -1.089 0.0462
```
Forces are in eV/Å.

=====

Entry 5:
Entry from the Open Molecules 2025 dataset: C4H6N2O in the gas phase at a distorted geometry (ωB97M-V with the def2-TZVPD basis set).

As for the multiplicity: 1. The SMILES is Nc1ccc(O)[nH]1. The electronic energy is -9271.6603 eV. The calculation puts the frontier orbital gap at 8.476 eV. As for the energy above the lowest of the compared OMol25 structures with the same formula, charge and spin: 42.5 kcal per mole.

Geometry as XYZ:
```
13
Properties=species:S:1:pos:R:3:forces:R:3:lowdin_charge:R:1
N -2.20945 -0.25824 0.17702 -0.648 -1.032 0.172 0.0628
C -0.85580 -0.03292 -0.03044 -0.283 -0.065 0.432 -0.4519
C -0.29772 1.19085 -0.18286 -2.450 -0.155 0.201 -0.0564
C 1.13628 0.99209 -0.17725 -0.113 0.460 0.065 -0.0419
C 1.32708 -0.36255 0.00424 -0.333 0.297 -0.051 -0.3922
O 2.43637 -1.14820 0.05496 0.134 0.334 -0.092 0.0676
N 0.12485 -0.99004 0.13464 0.275 -0.050 -0.299 0.1470
H -2.83030 -0.42259 -0.59465 0.100 0.060 -0.005 0.0737
H -2.65086 0.04509 1.03014 0.177 -0.008 -0.169 0.0789
H -1.29424 1.82712 -0.13228 3.309 0.387 -0.416 0.1497
H 1.91726 1.73513 -0.28795 -0.122 -0.178 0.035 0.0901
H 3.20152 -0.58722 -0.12183 -0.059 -0.144 0.040 0.1118
H -0.00498 -1.98852 0.12627 0.013 0.094 0.086 0.1607
```
Forces are in eV/Å.

=====

Entry 6:
Entry from the Open Molecules 2025 dataset: a molecular structure, C15H25BrN4TeYb at a distorted geometry (ωB97M-V with the def2-TZVPD basis set).

Its total charge is +3. As for the expectation value of S²: 0.75. As for the multiplicity: 2. The electronic energy is -130761.2642 eV. The calculation puts the frontier orbital gap (spin up / spin down) at 8.904 / 7.481 eV. As for the energy above the lowest of the compared OMol25 structures with the same formula, charge and spin: 0.0 kcal per mole.

Geometry as XYZ:
```
47
Properties=species:S:1:pos:R:3:forces:R:3:lowdin_charge:R:1
Yb -0.32357 0.66375 -0.33752 0.786 -0.626 -0.197 1.4767
C -5.50597 -1.57649 0.86029 -1.137 -0.332 -1.248 -0.0015
C -4.63199 -0.88529 -0.14242 0.013 -0.256 0.985 -0.2080
C -4.95598 -0.72623 -1.48235 -0.668 -0.621 -0.388 0.0572
C -4.12320 -0.15159 -2.41380 2.112 0.909 2.123 0.0061
C -2.93166 0.31516 -1.85327 0.274 0.446 -0.334 -0.5758
Br -1.52618 1.33711 -2.87952 -0.970 -0.700 0.502 0.7813
N -2.56277 0.19822 -0.57716 -0.071 -0.174 -0.036 -0.1786
C -3.41528 -0.40770 0.29141 0.749 -0.093 0.015 -0.0527
H -6.09311 -2.40992 0.40879 0.570 0.543 0.273 0.1231
H -6.24224 -0.88934 1.26018 -0.165 0.259 0.094 0.1082
H -4.92690 -1.94297 1.67054 0.467 -0.434 0.725 0.0766
H -5.88145 -1.14192 -1.84048 -0.374 -0.037 -0.024 0.1522
H -4.32648 -0.01061 -3.42226 -0.536 0.057 -1.619 0.1170
H -3.04505 -0.57097 1.33021 -0.441 0.266 -0.898 0.1466
C 3.95540 0.97693 -1.66525 0.014 -0.743 -1.252 -0.1224
C 2.62393 1.12951 -2.36398 -0.861 0.828 1.631 -0.1243
N 1.60324 0.16108 -1.77160 0.557 1.071 1.480 -0.0475
C 2.05806 -0.71401 -0.71907 1.443 -0.125 -0.537 -0.4517
N 1.13622 -1.05045 0.12125 -1.615 -0.541 0.963 -0.0878
C 1.52273 -2.23681 0.99373 -1.305 0.165 -0.755 -0.1488
C 2.87647 -1.98534 1.60303 -0.477 0.155 -0.452 -0.1352
C 3.89013 -1.81220 0.47218 0.169 -0.215 0.499 -0.0777
N 3.30792 -1.12796 -0.69506 -0.285 0.484 -0.276 -0.0016
C 4.21482 -0.51806 -1.67128 1.596 -0.491 -0.234 -0.0996
H 4.05788 1.36798 -0.67252 -0.447 0.248 0.690 0.1266
H 4.69332 1.50655 -2.23810 0.432 0.173 -0.449 0.1368
H 2.67494 0.87600 -3.38935 0.371 -0.115 -1.088 0.1231
H 2.21962 2.14586 -2.27752 0.046 -0.197 -0.041 0.1237
H 1.30043 -0.44290 -2.48787 -0.623 -0.857 -1.268 0.1123
H 1.53660 -3.14395 0.33916 -0.087 0.689 0.431 0.1503
H 0.70699 -2.35376 1.72507 0.540 -0.073 -0.180 0.1223
H 3.11485 -2.82511 2.22480 0.439 -0.470 0.270 0.1311
H 2.76780 -1.13633 2.26790 0.408 0.387 0.000 0.1152
H 4.27213 -2.77557 0.13790 -0.099 -0.085 -0.051 0.1492
H 4.76015 -1.24140 0.79463 -0.040 0.132 0.029 0.1422
H 4.10778 -0.97733 -2.67999 -0.138 0.316 0.613 0.1578
H 5.25668 -0.74402 -1.36819 -0.655 0.050 -0.037 0.1530
C -1.81571 3.88670 1.65469 0.183 0.154 1.346 -0.3775
Te 0.17614 3.01694 1.54390 -0.448 -0.613 0.798 1.1166
C -0.01597 1.61757 3.31825 0.883 1.430 -0.309 -0.3166
H -1.73708 4.64214 2.46618 0.057 -0.313 -0.731 0.0363
H -2.55898 3.16032 2.00521 0.269 0.012 -0.457 0.0186
H -2.05473 4.35085 0.70745 -0.048 0.000 -0.101 0.0103
H -0.95225 1.10949 3.20617 -0.179 -0.727 -0.133 -0.0184
H -0.14113 2.30718 4.17097 0.402 -0.335 -0.363 0.0319
H 0.93345 1.02890 3.37466 -1.111 0.401 -0.007 0.0235
```
Forces are in eV/Å.

=====

Entry 7:
Entry from the Open Molecules 2025 dataset: a gas-phase ion, C2H7FNO (charge +1) at a distorted geometry (ωB97M-V with the def2-TZVPD basis set).

Its total charge is +1. As for the multiplicity: 1. The SMILES is C[NH2+]COF. The electronic energy is -8430.6906 eV. The calculation puts the frontier orbital gap at 11.817 eV. As for the energy above the lowest of the compared OMol25 structures with the same formula, charge and spin: 83.1 kcal per mole.

Geometry as XYZ:
```
12
Properties=species:S:1:pos:R:3:forces:R:3:lowdin_charge:R:1
C -0.38935 -0.16723 -1.57578 -4.421 2.652 0.160 0.0073
N -0.56628 -0.12453 -0.12917 1.010 1.914 4.304 0.0253
C 0.74032 0.00544 0.75260 2.728 -1.194 -0.411 -0.1546
O 0.44226 -0.08628 2.06856 -0.632 0.104 2.097 -0.0026
F 0.35464 1.16253 2.86671 0.063 -1.061 -2.049 -0.0011
H -0.31338 0.87948 -1.90517 0.286 -0.568 -0.143 0.1291
H 0.32583 -0.77370 -1.93041 2.955 -2.095 -0.694 0.0667
H -1.35752 -0.55974 -1.92522 0.395 0.266 -0.331 0.1261
H -1.08650 0.74962 0.26146 0.444 -1.821 -1.444 0.2286
H -1.01441 -0.94171 0.33828 0.050 0.485 -0.856 0.1933
H 1.47840 0.83146 0.55019 -1.385 -0.313 -0.445 0.1784
H 1.38599 -0.97535 0.62797 -1.493 1.632 -0.188 0.2035
```
Forces are in eV/Å.

=====

Entry 8:
Entry from the Open Molecules 2025 dataset: 3 unconnected molecules or ions with the total composition C6H12Si at a distorted geometry (ωB97M-V with the def2-TZVPD basis set).

As for the multiplicity: 1. The electronic energy is -14287.2160 eV. The calculation puts the frontier orbital gap at 7.885 eV. As for the energy above the lowest of the compared OMol25 structures with the same formula, charge and spin: 160.3 kcal per mole.

Geometry as XYZ:
```
19
Properties=species:S:1:pos:R:3:forces:R:3:lowdin_charge:R:1
C 4.51851 -1.14209 0.71738 -2.405 0.212 -1.467 -0.4336
C 3.04592 -1.00287 0.17041 1.272 -0.935 -1.188 -0.4250
C -0.85952 0.67864 0.19157 0.188 5.065 2.017 0.0296
C -2.12954 0.60347 -0.15485 1.545 1.793 0.246 -0.4844
C -3.07958 1.72022 0.04989 -1.222 -0.554 1.362 -0.0813
C -2.44827 -0.63757 -0.86105 -0.953 0.091 -1.374 -0.0777
Si 4.33266 -1.89082 -1.04460 -0.618 0.601 1.165 0.7732
H 5.05782 -0.22266 0.88991 0.084 0.018 0.174 0.0337
H 4.49341 -1.84547 1.50712 0.611 -0.622 0.889 0.0174
H 2.12255 -1.53285 0.45583 0.936 -0.059 0.526 0.0305
H 2.74755 -0.08659 -0.29601 0.100 0.788 -0.096 0.0034
H -0.02680 2.18053 0.92405 -2.094 -3.281 -1.547 0.1737
H -0.11540 -0.00963 0.09804 1.930 -1.659 -0.234 -0.0321
H -3.54396 2.05721 -0.84631 -0.049 0.406 -1.028 0.0665
H -2.64210 2.53931 0.60753 0.215 0.110 -0.159 0.0602
H -3.95878 1.38181 0.64549 0.519 -0.018 -0.144 0.0927
H -3.23689 -1.11948 -0.31698 -0.632 -0.647 -0.082 0.0776
H -1.54776 -1.19947 -0.78677 0.355 -1.086 -0.416 0.0586
H -2.72980 -0.47169 -1.95065 0.218 -0.224 1.356 0.1168
```
Forces are in eV/Å.

=====

> Look up the electronic energy of the eighth one.

-14287.2160 eV